Entry 1:
Entry from the Open Molecules 2025 dataset: a molecular structure, C4H16BInN2O5PZr in a non-equilibrium geometry (ωB97M-V/def2-TZVPD).

Output
Highest occupied orbital energy (eV): -17.831
LUMO energy (eV): -12.86
Charge: +3
Kohn-Sham gap (eV): 5.0

Last column: Mulliken charge in e.
Atoms and positions in Å:
C  2.3424  -1.7034  0.7960  -1.20
C  1.1069  -2.1500  0.0295  0.56
O  1.4383  -3.4000  -0.5295  -0.53
C  0.6918  -1.1247  -1.0391  -0.90
In  -0.7048  0.3365  -0.2897  0.46
C  -2.2283  -0.6879  1.5294  -0.60
N  -2.7937  -1.7623  1.0177  -0.10
B  -2.3951  1.1440  -1.7847  0.32
O  -2.7508  2.4235  -1.7628  -0.38
O  -2.7675  0.1590  -2.5943  -0.36
P  0.8151  2.3061  0.5969  0.67
N  0.6646  3.6463  -0.1278  -0.62
O  0.6913  2.3992  2.1732  -0.46
O  2.7785  2.0615  0.5554  -0.42
H  3.2209  -1.8778  0.1714  0.34
H  2.2610  -0.6643  1.1320  0.15
H  2.4796  -2.3247  1.6808  0.39
H  0.2959  -2.3256  0.7669  -0.03
H  0.8828  -3.6186  -1.2829  0.33
H  1.5675  -0.5647  -1.3783  0.25
H  0.2394  -1.6014  -1.9112  0.60
H  -1.4448  -0.8767  2.2730  0.45
H  -2.9363  0.0921  1.8087  0.41
H  -3.5544  -1.6414  0.3447  0.32
H  -2.2048  -2.5261  0.6709  0.32
H  -2.8556  2.8787  -0.9189  0.37
H  -3.7112  0.1400  -2.8227  0.37
H  0.0561  3.6960  -0.9371  0.26
H  1.2763  2.9801  2.6859  0.33
H  3.0014  2.2345  -0.7561  0.18
Zr  4.5376  2.3522  -0.0972  1.52

---

Entry 2:
Entry from the Open Molecules 2025 dataset: a molecular structure, C70H78BF4LiN12O9 in a non-equilibrium geometry (ωB97M-V/def2-TZVPD).

Output
Highest occupied orbital energy (eV): -8.576
LUMO energy (eV): -0.02
Kohn-Sham gap (eV): 8.6

Last column: Mulliken charge in e.
Atoms and positions in Å:
Li  15.0207  15.3368  17.7096  1.03
B  14.5215  12.5194  16.2807  -0.97
F  15.1416  11.3194  16.7768  0.50
F  15.2082  12.9339  15.1183  0.30
F  13.1746  12.3885  16.1381  -0.45
F  14.8207  13.5282  17.2767  0.65
N  16.8391  16.0382  17.5410  0.61
C  16.8972  17.3585  17.3407  -0.50
C  18.0858  17.9584  16.9748  -0.72
C  19.2678  17.2793  16.8308  -0.87
C  19.1905  15.8624  17.0707  -0.62
C  17.9545  15.2608  17.3907  0.56
H  15.9102  17.8704  17.5351  0.32
H  18.1216  19.0868  16.8115  0.29
H  20.1048  17.8807  16.4634  0.49
H  20.0588  15.2631  17.0390  0.55
H  17.8383  14.1973  17.3754  -0.31
N  15.1326  5.7959  17.2626  -0.63
C  14.8914  6.2062  15.9900  -0.48
C  14.6948  7.5230  15.6300  -0.33
C  14.5439  8.4390  16.6538  0.07
C  14.8069  8.0789  17.9283  0.58
C  15.0202  6.7624  18.2160  -0.92
H  14.8723  5.4062  15.2241  0.37
H  14.6274  7.7971  14.5579  0.31
H  14.2569  9.5313  16.3797  0.16
H  14.8342  8.7878  18.7819  0.40
H  14.9679  6.4399  19.2455  0.43
N  14.5563  15.6007  19.7511  0.14
C  15.1007  16.3419  20.7332  -0.27
C  14.6710  16.2603  22.0226  -0.82
C  13.5671  15.5471  22.3664  -0.33
C  12.9578  14.8083  21.3319  -0.65
C  13.5296  14.8439  20.0646  -0.12
H  16.0918  16.8224  20.4979  0.18
H  15.1315  16.9888  22.6519  0.46
H  13.3069  15.4454  23.4116  0.44
H  12.1069  14.1287  21.5154  0.29
H  13.2296  14.1022  19.3482  0.36
N  11.8465  10.2100  11.5574  -0.60
C  11.0408  9.9934  12.6711  -0.62
C  11.0588  10.8453  13.7697  -0.43
C  11.7782  12.0627  13.7495  -0.22
C  12.5633  12.3057  12.6220  0.56
C  12.5633  11.3211  11.5741  -0.34
H  10.4195  9.1082  12.7072  0.37
H  10.3669  10.6113  14.5953  0.42
H  11.5980  12.6827  14.6069  0.51
H  13.0272  13.2517  12.4928  -0.03
H  13.2019  11.5055  10.6901  0.33
N  18.7017  14.8943  22.7265  -0.56
C  19.4382  15.0299  21.5995  -1.20
C  19.1107  14.3335  20.4496  -0.18
C  17.8921  13.6652  20.3117  1.92
C  17.0970  13.6143  21.4735  -0.28
C  17.5749  14.2095  22.6340  -0.63
H  20.3098  15.6616  21.6623  0.41
H  19.8248  14.3464  19.6308  0.51
H  17.6124  13.1136  19.4403  -0.62
H  16.1767  13.0395  21.5657  0.14
H  17.0351  14.1254  23.5327  0.55
N  13.7198  16.3223  16.2551  0.14
C  12.5675  16.9944  16.6423  -0.46
C  11.5231  17.2043  15.7856  -0.87
C  11.6281  16.6948  14.4768  -0.45
C  12.7723  15.9639  14.1327  -0.74
C  13.7700  15.7669  15.0697  0.08
H  12.6078  17.4483  17.5941  0.53
H  10.6162  17.8258  16.0285  0.34
H  10.8303  16.8507  13.7842  0.48
H  12.9971  15.6060  13.1331  0.26
H  14.5830  15.0738  14.9321  0.47
N  15.2498  10.6890  20.7581  -0.39
C  16.1761  10.7681  19.7906  -0.22
C  17.2101  9.8939  19.6275  1.77
C  17.2955  8.7710  20.4665  -0.37
C  16.3357  8.6562  21.4970  -1.08
C  15.3519  9.6416  21.6381  -0.93
H  15.9974  11.5504  19.0927  0.03
H  17.9502  10.1185  18.8796  -0.64
H  18.0850  8.0024  20.3728  0.44
H  16.3927  7.8827  22.2089  0.61
H  14.6149  9.7405  22.4300  0.55
N  17.6204  10.3309  12.8390  1.18
C  16.4036  10.4100  13.4001  0.33
C  15.2045  9.9085  12.8183  -0.76
C  15.2931  9.1879  11.6536  -0.54
C  16.5437  9.0245  11.0772  -0.87
C  17.6925  9.5729  11.7421  -0.94
H  16.3009  10.9924  14.2829  0.04
H  14.2191  10.1111  13.3394  0.47
H  14.3796  8.8470  11.1230  0.46
H  16.6685  8.4692  10.1351  0.40
H  18.7023  9.5771  11.2648  0.14
N  22.1894  11.7184  22.7713  -0.66
C  22.6337  11.0158  21.7131  -0.29
C  21.8484  10.2991  20.8533  -0.74
C  20.4684  10.3915  20.9834  0.13
C  19.9606  11.1042  22.0496  -0.14
C  20.8367  11.7678  22.9314  -0.53
H  23.6831  10.9649  21.5812  0.40
H  22.2725  9.7582  20.0409  0.47
H  19.8048  9.8660  20.3759  0.55
H  18.8712  11.1581  22.1634  0.33
H  20.4384  12.3600  23.7530  0.39
N  15.1079  14.2785  11.9163  0.36
C  16.0394  13.3010  11.9267  0.68
C  16.3462  12.5854  10.7549  -0.83
C  15.7052  12.8599  9.5201  -0.73
C  14.7847  13.9108  9.5615  -0.78
C  14.5345  14.5379  10.7503  -0.50
H  16.4288  12.8924  12.8481  0.12
H  17.1390  11.8914  10.8507  0.51
H  16.0221  12.2826  8.6326  0.40
H  14.2661  14.2229  8.6889  0.55
H  13.7006  15.2554  10.6314  0.25
C  20.4150  8.2025  14.1738  -1.58
C  19.7810  9.0011  15.3244  2.16
C  18.2885  8.7467  15.5006  1.53
O  18.2509  7.8984  16.6274  -0.38
C  19.4075  7.9593  17.2831  0.28
O  19.5591  7.5369  18.3627  -0.52
O  20.3291  8.6756  16.6050  -0.37
H  21.5107  8.1781  14.2360  0.36
H  20.0618  8.4603  13.1599  0.20
H  20.1588  7.1417  14.2572  0.46
H  19.8201  10.0219  15.0506  -1.17
H  17.9248  8.1427  14.6516  0.48
H  17.6476  9.6552  15.7408  -1.34
C  20.7530  11.4924  11.9255  -1.38
C  21.7858  12.5590  12.0634  0.54
C  21.0413  13.9602  12.4477  -0.09
O  21.9028  14.5072  13.4791  -0.37
C  22.8079  13.5705  13.8297  0.55
O  23.6542  13.7431  14.6106  -0.53
O  22.5786  12.3737  13.2327  -0.40
H  20.3949  11.2498  12.9519  0.31
H  21.1853  10.5693  11.4990  0.50
H  19.9200  11.7820  11.3357  0.23
H  22.4589  12.7152  11.2303  0.48
H  20.0399  13.9292  12.9115  -0.20
H  21.0127  14.6936  11.6534  0.46
C  10.4884  9.5413  18.2352  -1.35
C  11.3068  10.1009  19.3772  0.29
C  12.2208  11.2794  19.0968  1.52
O  11.3091  12.4222  19.3879  -0.28
C  10.3562  11.9468  20.2457  0.52
O  9.5608  12.5885  20.8678  -0.60
O  10.4218  10.6172  20.3624  -0.40
H  9.8488  8.7501  18.5783  0.47
H  11.1644  9.1139  17.4221  0.20
H  9.8351  10.2995  17.8192  0.35
H  11.8594  9.3415  19.8794  0.46
H  12.3721  11.3312  18.0363  -0.81
H  13.1873  11.2897  19.6111  -0.35
N  17.3536  16.0605  12.6697  0.45
C  18.3601  16.3838  13.5564  -0.48
C  19.3295  17.0883  12.9317  -0.73
C  18.8897  17.2350  11.5878  -1.01
C  17.6996  16.5664  11.4662  -0.28
H  16.4988  15.5898  12.9190  -0.03
H  18.1926  15.9706  14.5403  0.66
H  20.1894  17.4481  13.4281  0.55
H  19.3424  17.7005  10.7128  0.42
H  16.9767  16.5909  10.6631  0.43
N  18.3018  12.4080  15.6708  2.12
C  19.6033  12.8018  15.4326  0.38
C  20.3503  12.5422  16.5228  -1.90
C  19.5307  11.8310  17.4322  -0.82
C  18.2534  11.8313  16.8867  -0.11
H  17.5956  12.4450  14.9694  -0.51
H  19.7015  13.3359  14.5655  -0.17
H  21.3862  12.8541  16.6667  0.53
H  19.8154  11.5195  18.4061  0.46
H  17.2333  11.4498  17.0773  -0.16